# 1
ORCA calculation (ωB97M-V/def2-TZVPD) on a 2-piece molecular cluster, C5H11N3O overall.

For the strongest force on any atom, the calculation gives 5.343 eV/Å. The value obtained for the total energy is -11875.8358 eV. The value obtained for the energy above the lowest of the compared OMol25 structures with the same formula, charge and spin is 5.935 eV. As for the frontier orbital gap (alpha / beta): 8.43 / 8.43 eV. As for the molar mass: 129.2 g mol⁻¹. The total charge is 0. For the HOMO energy (alpha / beta), the calculation gives -8.07 / -8.07 eV.

Each atom is followed by the atoms it is bonded to, with distances in Å.
CARTESIAN COORDINATES (ANGSTROEM)
1 O -2.494 1.657 -0.353  C9 1.180
2 N -0.771 -0.447 0.241  N4 1.270, C5 1.436
3 N -2.447 -1.933 0.153  N4 1.272, H14 1.092
4 N -1.221 -1.616 0.030  N2 1.270, N3 1.272
5 C 0.546 0.062 -0.019  N2 1.436, C6 1.555, C7 1.558, C8 1.595
6 C 1.640 -0.619 0.852  C5 1.555, H12 1.188, H15 1.051, H19 1.211
7 C 0.972 -0.040 -1.514  C5 1.558, H13 1.231, H17 1.070, H20 1.147
8 C 0.622 1.615 0.336  C5 1.595, H10 1.123, H11 1.056, H16 1.180
9 C -2.490 0.765 0.419  O1 1.180, H18 1.100
10 H -0.086 2.233 -0.279  C8 1.123
11 H 0.336 1.885 1.316  C8 1.056
12 H 1.362 -0.737 2.000  C6 1.188
13 H 2.200 0.039 -1.476  C7 1.231
14 H -2.591 -3.004 -0.006  N3 1.092
15 H 2.577 -0.162 0.724  C6 1.051
16 H 1.750 1.844 0.077  C8 1.180
17 H 0.725 0.847 -2.059  C7 1.070
18 H -3.096 0.356 1.242  C9 1.100
19 H 1.765 -1.701 0.320  C6 1.211
20 H 0.702 -1.042 -2.003  C7 1.147

***

# 2
ORCA calculation (ωB97M-V/def2-TZVPD) on one molecule with the formula C18H25F3N4O4.

For the strongest force on any atom, the calculation gives 0.385 eV/Å. The value obtained for the total energy is -41376.0783 eV. The value obtained for the energy above the lowest of the compared OMol25 structures with the same formula, charge and spin is 0.395 eV. As for the frontier orbital gap: 10.00 eV. As for the molar mass: 418.4 g mol⁻¹. Its structure (SMILES) is CCCc1ncoc1C(=O)NC1(CNC(=O)[C@@H](NC(=O)C(F)(F)F)C(C)C)CC1. The total charge is 0. For the HOMO energy, the calculation gives -9.52 eV.

Each atom is followed by the atoms it is bonded to, with distances in Å.
CARTESIAN COORDINATES (ANGSTROEM)
1 F 4.103 -5.144 -1.942  C29 1.335
2 F 4.432 -3.027 -2.251  C29 1.348
3 F 3.445 -4.204 -3.776  C29 1.332
4 O 1.454 0.066 -0.448  C22 1.218
5 O 1.297 -4.581 -1.992  C27 1.210
6 O -1.807 1.525 2.612  C23 1.344, C26 1.378
7 O -1.019 2.236 -0.791  C13 1.220
8 N -2.369 0.617 0.080  C13 1.364, C19 1.433, H30 1.008
9 N -0.097 2.695 3.403  C16 1.391, C23 1.285
10 N -0.335 -0.484 -1.728  C22 1.365, C28 1.461, H45 1.017
11 N 2.105 -2.643 -1.102  C25 1.457, C27 1.343, H41 1.009
12 C 0.976 -2.388 1.083  C15 1.524, C18 1.525, C25 1.532, H47 1.094
13 C -1.489 1.656 0.174  O7 1.220, N8 1.364, C26 1.467
14 C 0.601 4.849 0.849  C21 1.522, C24 1.531, H38 1.092, H46 1.093
15 C 1.197 -3.848 1.463  C12 1.524, H33 1.090, H34 1.091, H49 1.093
16 C -0.044 2.726 2.013  N9 1.391, C24 1.487, C26 1.354
17 C -3.375 0.860 -2.195  C19 1.499, C20 1.502, H44 1.079, H51 1.081
18 C -0.270 -1.829 1.762  C12 1.525, H31 1.095, H35 1.091, H50 1.091
19 C -2.681 0.005 -1.178  N8 1.433, C17 1.499, C20 1.501, C28 1.514
20 C -4.132 -0.226 -1.484  C17 1.502, C19 1.501, H37 1.082, H40 1.081
21 C 1.708 5.567 0.089  C14 1.522, H36 1.090, H39 1.092, H54 1.092
22 C 0.670 -0.775 -0.851  O4 1.218, N10 1.365, C25 1.531
23 C -1.134 1.988 3.680  O6 1.344, N9 1.285, H52 1.078
24 C 1.025 3.438 1.264  C14 1.531, C16 1.487, H32 1.092, H43 1.092
25 C 0.873 -2.235 -0.439  N11 1.457, C12 1.532, C22 1.531, H42 1.089
26 C -1.099 2.022 1.540  O6 1.378, C13 1.467, C16 1.354
27 C 2.182 -3.774 -1.821  O5 1.210, N11 1.343, C29 1.546
28 C -1.686 -1.034 -1.649  N10 1.461, C19 1.514, H48 1.090, H53 1.093
29 C 3.565 -4.037 -2.460  F1 1.335, F2 1.348, F3 1.332, C27 1.546
30 H -2.636 0.145 0.929  N8 1.008
31 H -1.169 -2.357 1.425  C18 1.095
32 H 1.275 2.857 0.375  C24 1.092
33 H 2.094 -4.258 1.000  C15 1.090
34 H 1.305 -3.946 2.544  C15 1.091
35 H -0.203 -1.956 2.843  C18 1.091
36 H 1.401 6.570 -0.207  C21 1.090
37 H -4.389 -1.121 -2.033  C20 1.082
38 H -0.292 4.772 0.225  C14 1.092
39 H 2.608 5.659 0.701  C21 1.092
40 H -4.847 0.071 -0.729  C20 1.081
41 H 2.895 -2.018 -1.047  N11 1.009
42 H 0.092 -2.885 -0.831  C25 1.089
43 H 1.908 3.486 1.904  C24 1.092
44 H -3.570 1.884 -1.918  C17 1.079
45 H -0.333 0.510 -1.945  N10 1.017
46 H 0.324 5.420 1.740  C14 1.093
47 H 1.836 -1.792 1.402  C12 1.094
48 H -1.693 -1.882 -0.965  C28 1.090
49 H 0.350 -4.463 1.150  C15 1.093
50 H -0.390 -0.764 1.559  C18 1.091
51 H -3.112 0.706 -3.233  C17 1.081
52 H -1.525 1.731 4.650  C23 1.078
53 H -2.003 -1.405 -2.627  C28 1.093
54 H 1.975 5.016 -0.814  C21 1.092

***

# 3
ORCA calculation (ωB97M-V/def2-TZVPD) on one molecule with the formula CH6SSi.

For the strongest force on any atom, the calculation gives 3.134 eV/Å. The value obtained for the total energy is -19847.0494 eV. The value obtained for the energy above the lowest of the compared OMol25 structures with the same formula, charge and spin is 0.301 eV. As for the frontier orbital gap: 10.34 eV. As for the molar mass: 78.2 g mol⁻¹. Its structure (SMILES) is C[SiH2]S. The total charge is 0. For the HOMO energy, the calculation gives -9.59 eV.

Each atom is followed by the atoms it is bonded to, with distances in Å.
CARTESIAN COORDINATES (ANGSTROEM)
1 S 1.982 0.592 -0.252  Si2 2.098, H7 1.325
2 Si 0.261 -0.570 -0.553  S1 2.098, C3 1.909, H4 1.580, H8 1.439
3 C -0.966 0.620 0.296  Si2 1.909, H5 1.118, H6 1.055, H9 1.053
4 H 0.184 -1.867 0.345  Si2 1.580
5 H -1.956 0.149 0.515  C3 1.118
6 H -0.458 0.710 1.216  C3 1.055
7 H 2.433 -0.418 0.478  S1 1.325
8 H -0.351 -0.749 -1.843  Si2 1.439
9 H -1.129 1.534 -0.202  C3 1.053

***

Question: Among the records above, which one has the lowest molar mass?
Answer: CH6SSi

***

Question: Which value of total charge does entry 2 give?
Answer: 0

***

Question: Look up the molar mass of the third one.
Answer: 78.2 g mol⁻¹

***

Question: The lowest strongest force on any atom belongs to which entry?
Answer: C18H25F3N4O4